Entry from OMol25: one molecule with the formula C16H21N7O (ωB97M-V with the def2-TZVPD basis set).

Electronic energy in eV: -29411.35512
Energy relative to the best compared isomer or geometry (same formula, charge and spin) in kcal/mol: 0.0
Gap between HOMO and LUMO in eV: 9.362
SMILES string: CN(C)c1nc(N(C)C)nc(N(C#N)CCOc2ccccc2)n1
LUMO energy in hartree: 0.0256
2S+1: 1

Geometry as XYZ:
```
45
Properties=species:S:1:pos:R:3:forces:R:3:nbo_charge:R:1
C 2.756 -2.817 -0.040 0.221 -0.089 -0.107 -0.41
N 1.647 -1.917 0.130 0.031 -0.087 0.079 -0.38
C 0.716 -2.223 1.185 -0.228 0.019 0.153 -0.42
C 1.473 -0.856 -0.669 0.060 0.353 -0.321 0.63
N 2.396 -0.595 -1.596 0.124 -0.143 0.026 -0.63
C 2.182 0.495 -2.337 -0.325 -0.086 0.329 0.63
N 3.079 0.812 -3.280 0.086 0.016 -0.082 -0.38
C 2.918 1.975 -4.113 -0.122 0.246 -0.113 -0.42
C 4.254 0.013 -3.504 0.158 -0.196 0.038 -0.41
N 1.121 1.309 -2.199 -0.263 0.258 -0.005 -0.61
C 0.273 0.935 -1.261 0.771 -0.477 -0.268 0.63
N -0.849 1.726 -1.084 0.051 -0.560 0.309 -0.47
C -0.993 2.836 -1.781 0.017 0.344 -0.341 0.44
N -1.164 3.804 -2.372 -0.142 0.611 -0.312 -0.36
C -1.816 1.386 -0.061 -0.318 -0.226 0.594 -0.24
C -1.309 1.736 1.358 -0.003 0.256 -0.260 -0.08
O -1.298 0.629 2.225 -0.142 -0.327 0.276 -0.51
C -2.477 0.128 2.696 0.004 -0.103 0.129 0.38
C -3.738 0.646 2.428 0.266 0.186 -0.170 -0.33
C -4.859 0.053 2.985 -0.080 -0.108 0.077 -0.18
C -4.743 -1.055 3.803 -0.181 0.012 0.013 -0.25
C -3.486 -1.575 4.068 0.056 0.012 -0.025 -0.19
C -2.362 -0.992 3.522 0.098 0.118 -0.117 -0.29
N 0.369 -0.115 -0.470 -0.402 0.188 0.177 -0.63
H 2.393 -3.831 -0.230 0.027 -0.004 0.016 0.19
H 3.350 -2.478 -0.884 0.030 -0.137 0.092 0.24
H 3.376 -2.830 0.860 0.001 -0.030 -0.017 0.19
H 0.133 -3.116 0.940 -0.009 -0.009 0.044 0.19
H 0.046 -1.377 1.318 -0.002 -0.140 0.104 0.26
H 1.264 -2.405 2.112 -0.007 -0.023 0.010 0.19
H 2.874 1.680 -5.164 0.015 0.030 -0.005 0.19
H 3.762 2.656 -3.975 -0.005 0.006 -0.032 0.19
H 1.995 2.477 -3.835 0.124 0.050 -0.135 0.26
H 5.154 0.616 -3.354 0.007 -0.021 -0.023 0.19
H 4.259 -0.373 -4.527 0.032 0.004 0.008 0.19
H 4.250 -0.815 -2.801 0.120 0.031 -0.118 0.24
H -1.978 0.304 -0.107 -0.093 0.211 0.023 0.25
H -2.747 1.907 -0.296 0.135 -0.096 -0.036 0.22
H -1.885 2.564 1.790 0.060 -0.090 -0.001 0.18
H -0.260 2.039 1.297 -0.195 0.020 -0.032 0.21
H -3.863 1.509 1.793 0.020 0.099 -0.076 0.21
H -5.833 0.468 2.771 -0.071 0.032 -0.020 0.21
H -5.623 -1.511 4.231 -0.075 -0.034 0.032 0.21
H -3.381 -2.441 4.706 0.021 -0.071 0.053 0.21
H -1.376 -1.381 3.721 0.129 -0.043 0.035 0.22
```
Forces are in eV/Å.